C27H70F6MnNO24S12 | ωB97M-V/def2-TZVPD

Element x y z (Å)
Mn1 -7.496 -24.322 3.365
C1 -4.124 -24.464 0.900
F1 -4.879 -25.269 0.166
F2 -2.837 -24.463 0.405
F3 -4.602 -23.231 0.748
S1 -4.304 -24.900 2.787
O1 -3.223 -25.849 3.106
O2 -4.109 -23.708 3.535
N1 -5.995 -25.436 2.870
S2 -5.937 -26.989 2.515
O3 -7.229 -27.526 2.084
O4 -4.896 -27.390 1.620
C2 -5.586 -27.690 4.257
F4 -6.488 -28.674 4.580
F5 -4.453 -28.311 4.188
F6 -5.386 -26.723 5.173
O5 2.123 -20.781 3.885
S3 2.437 -21.341 2.575
O6 3.073 -22.636 2.455
O7 1.047 -21.247 1.543
C3 1.126 -21.948 0.313
C4 -0.276 -22.274 -0.282
C5 3.502 -20.145 1.618
H1 1.681 -22.886 0.320
H2 1.751 -21.392 -0.385
H3 -0.118 -22.878 -1.175
H4 -0.932 -21.434 -0.512
H5 -0.744 -23.023 0.358
H6 3.763 -20.600 0.662
H7 4.378 -19.962 2.240
H8 2.964 -19.198 1.662
O8 1.868 -27.914 3.221
S4 1.962 -26.501 2.875
O9 1.407 -26.083 1.584
O10 1.310 -25.663 4.111
C6 0.757 -24.397 3.925
C7 -0.823 -24.450 3.917
C8 3.688 -25.992 2.977
H9 1.073 -23.895 3.010
H10 1.012 -23.703 4.726
H11 -1.096 -25.063 3.058
H12 -1.164 -23.417 3.848
H13 -1.272 -24.831 4.835
H14 4.213 -26.632 2.268
H15 4.078 -26.125 3.986
H16 3.641 -24.944 2.680
O11 -4.030 -33.887 -1.823
S5 -5.267 -33.192 -2.109
O12 -6.458 -33.414 -1.324
O13 -4.909 -31.561 -2.045
C9 -5.837 -30.574 -1.945
C10 -5.660 -29.912 -0.590
C11 -5.652 -33.370 -3.919
H17 -6.847 -30.952 -2.104
H18 -5.662 -29.810 -2.702
H19 -6.414 -29.148 -0.402
H20 -4.787 -29.263 -0.524
H21 -5.703 -30.510 0.321
H22 -6.590 -32.822 -4.014
H23 -5.870 -34.422 -4.106
H24 -4.844 -33.005 -4.552
O14 -5.708 -36.347 3.348
S6 -6.243 -35.156 2.695
O15 -7.679 -34.991 2.528
O16 -5.441 -33.818 3.209
C12 -6.125 -32.610 3.102
C13 -5.099 -31.582 3.701
C14 -5.416 -35.070 0.985
H25 -7.081 -32.707 3.617
H26 -6.392 -32.342 2.079
H27 -4.166 -31.695 3.149
H28 -4.814 -31.672 4.750
H29 -5.532 -30.606 3.485
H30 -5.487 -34.014 0.727
H31 -6.050 -35.625 0.294
H32 -4.397 -35.446 1.083
O17 -11.757 -34.156 1.213
S7 -11.222 -33.417 0.094
O18 -12.118 -32.818 -0.915
O19 -10.133 -32.264 0.761
C15 -9.461 -31.353 -0.038
C16 -9.143 -30.094 0.788
C17 -10.049 -34.455 -0.934
H33 -10.040 -31.241 -0.954
H34 -8.520 -31.804 -0.354
H35 -8.492 -30.224 1.652
H36 -10.064 -29.681 1.202
H37 -8.723 -29.202 0.323
H38 -9.420 -34.961 -0.201
H39 -9.579 -33.823 -1.687
H40 -10.549 -35.234 -1.509
C18 -5.724 -21.057 5.443
S8 -6.376 -22.617 6.193
O20 -6.511 -23.417 4.916
C19 -4.741 -23.038 7.032
H41 -5.692 -20.323 6.248
H42 -6.425 -20.678 4.700
H43 -4.754 -21.165 4.959
H44 -4.155 -23.397 6.186
H45 -4.929 -23.956 7.589
H46 -4.334 -22.206 7.607
C20 -1.718 -30.517 -0.260
S9 -0.469 -29.152 -0.031
O21 0.282 -28.932 -1.368
C21 -1.660 -27.780 -0.037
H47 -2.621 -30.235 -0.803
H48 -2.055 -30.714 0.758
H49 -1.295 -31.393 -0.752
H50 -1.099 -26.858 -0.189
H51 -2.119 -27.761 0.952
H52 -2.513 -27.734 -0.715
C22 -7.995 -21.622 0.048
S10 -7.535 -21.267 1.774
O22 -7.179 -22.639 2.340
C23 -6.006 -20.366 1.349
H53 -7.831 -20.765 -0.605
H54 -9.073 -21.767 0.124
H55 -7.471 -22.521 -0.277
H56 -5.405 -20.205 2.245
H57 -6.426 -19.440 0.957
H58 -5.275 -20.882 0.727
C24 -10.427 -27.232 4.521
S11 -9.007 -26.674 5.623
O23 -8.033 -25.824 4.818
C25 -10.075 -25.474 6.533
H59 -10.435 -28.285 4.241
H60 -10.447 -26.688 3.577
H61 -11.388 -27.144 5.028
H62 -10.596 -26.042 7.303
H63 -10.701 -24.896 5.853
H64 -9.474 -24.648 6.913
C26 -8.726 -25.365 -0.643
S12 -9.657 -25.585 0.924
O24 -8.905 -24.911 2.047
C27 -11.287 -24.644 0.682
H65 -9.226 -26.007 -1.368
H66 -7.678 -25.662 -0.594
H67 -8.659 -24.334 -0.988
H68 -11.908 -24.930 1.531
H69 -11.649 -25.057 -0.259
H70 -11.081 -23.575 0.724

* HOMO energy (spin up / spin down): -9.603 / -9.603 eV
* <S²>: 8.75
* total charge: +1
* multiplicity: 6
* frontier orbital gap (spin up / spin down): 7.070 / 6.986 eV

C27H70N2O9 | ωB97M-V/def2-TZVPD

Element x y z (Å)
C1 -13.460 -0.162 2.539
O1 -12.074 -0.317 2.044
C2 -11.222 0.746 2.222
C3 -9.977 0.299 1.588
N1 -8.921 1.276 1.635
C4 -8.437 1.516 3.009
C5 -7.233 2.476 2.954
O2 -6.193 1.966 2.128
C6 -5.022 2.756 2.256
H1 -13.903 0.764 2.172
H2 -13.389 0.052 3.606
H3 -14.144 -0.970 2.281
H4 -10.969 1.045 3.240
H5 -11.673 1.663 1.843
H6 -10.166 0.138 0.527
H7 -9.438 -0.571 1.962
H8 -8.093 1.109 1.082
H9 -8.057 0.569 3.394
H10 -9.114 2.045 3.680
H11 -6.682 2.490 3.895
H12 -7.605 3.477 2.737
H13 -4.699 2.950 3.278
H14 -5.063 3.703 1.719
H15 -4.164 2.272 1.791
C7 -3.076 -2.337 -2.357
O3 -1.819 -2.969 -2.448
C8 -0.857 -2.063 -2.644
C9 0.538 -2.736 -2.812
N2 1.434 -1.727 -3.294
C10 1.658 -0.605 -2.350
C11 3.032 0.008 -2.732
O4 3.400 0.987 -1.759
C12 4.351 1.950 -2.172
H16 -3.342 -1.858 -3.299
H17 -3.070 -1.699 -1.473
H18 -3.856 -3.092 -2.264
H19 -0.827 -1.473 -1.728
H20 -1.039 -1.518 -3.570
H21 0.401 -3.499 -3.578
H22 0.962 -3.172 -1.907
H23 2.256 -2.169 -3.680
H24 1.709 -1.035 -1.350
H25 0.917 0.181 -2.494
H26 2.935 0.432 -3.731
H27 3.789 -0.772 -2.816
H28 4.031 2.522 -3.042
H29 5.196 1.322 -2.453
H30 4.654 2.569 -1.327
C13 2.239 -2.737 5.403
C14 2.597 -1.357 5.962
C15 1.637 -0.285 5.421
O5 2.218 -1.383 7.284
H31 1.175 -2.917 5.558
H32 2.809 -3.476 5.967
H33 2.461 -2.919 4.352
H34 3.641 -1.094 5.791
H35 1.893 -0.211 4.364
H36 1.812 0.756 5.691
H37 0.595 -0.595 5.505
H38 2.309 -0.453 7.507
C16 1.534 -11.288 0.334
C17 2.121 -10.634 -0.890
C18 3.270 -9.650 -0.618
O6 2.476 -11.695 -1.711
H39 1.054 -10.628 1.056
H40 2.270 -11.905 0.850
H41 0.660 -11.896 0.100
H42 1.354 -10.152 -1.497
H43 3.690 -9.184 -1.509
H44 4.147 -10.172 -0.236
H45 3.113 -8.769 0.003
H46 2.832 -12.356 -1.112
C19 11.991 5.366 3.529
C20 12.557 5.977 4.826
C21 14.072 6.198 4.793
O7 11.934 7.196 4.971
H47 12.453 5.730 2.611
H48 10.908 5.444 3.440
H49 12.163 4.290 3.506
H50 12.249 5.349 5.662
H51 14.567 5.481 4.137
H52 14.591 6.336 5.741
H53 14.253 7.057 4.146
H54 11.920 7.602 5.841
C22 6.698 9.260 0.542
C23 8.154 9.528 0.246
C24 8.325 10.055 -1.171
O8 8.823 10.502 0.978
H55 6.145 10.191 0.420
H56 6.467 9.031 1.582
H57 6.233 8.489 -0.073
H58 8.749 8.627 0.391
H59 9.327 10.431 -1.380
H60 7.651 10.903 -1.291
H61 7.899 9.415 -1.944
H62 9.356 10.097 1.667
C25 -9.088 -4.192 -10.701
C26 -9.178 -4.182 -9.178
C27 -8.161 -5.048 -8.527
O9 -9.199 -2.838 -8.801
H63 -8.084 -4.065 -11.107
H64 -9.719 -3.436 -11.168
H65 -9.497 -5.150 -11.021
H66 -10.169 -4.520 -8.877
H67 -8.594 -5.960 -8.117
H68 -7.814 -4.804 -7.523
H69 -7.303 -5.278 -9.159
H70 -8.264 -2.629 -8.865

* HOMO energy: -8.486 eV
* total charge: 0
* multiplicity: 1
* SMILES: COCCNCCOC.COCCNCCOC.CC(C)O.CC(C)O.CC(C)O.CC(C)O.CC(C)O
* frontier orbital gap: 9.070 eV

no.,maximum force (Eh/bohr)
1,0.10448
2,0.06882